Entry 1:
# CH5N4O2

A cluster of 2 separate species, CH5N4O2 in total (ωB97M-V/def2-TZVPD, the OMol25 dataset).

The geometry in XYZ format:
```
12
Properties=species:S:1:pos:R:3:forces:R:3
O -3.02876 -0.34855 -0.00618 0.7 3.1 0.3
O -0.78651 0.95071 0.09386 1.7 0.0 -0.1
N 2.06650 -1.32481 0.04804 0.0 -4.5 -0.3
N -0.83444 -0.39267 -0.09433 0.5 -0.6 -0.2
N -1.89067 -0.99693 -0.14675 1.6 -1.7 -0.2
N 2.05710 1.02534 -0.01475 0.4 6.0 1.7
C 2.01569 -0.19571 0.00287 -0.4 -0.1 0.0
H -1.63411 1.30024 0.22831 -2.5 0.9 0.3
H -3.62165 -1.05524 0.00197 -2.1 -1.6 0.0
H 1.49180 -2.15448 -0.12617 0.3 0.5 0.3
H 1.99082 1.62458 0.88385 0.0 -1.5 -1.9
H 2.17424 1.56751 -0.87073 0.0 -0.3 0.1
```
Positions in Å, forces in eV/Å.

Values from the calculation:
Net charge = +1
Orbital gap = 10.634 eV
DFT total energy = -11161.781 eV
Energy relative to the best compared isomer or geometry (same formula, charge and spin) = 65.99 kcal/mol

Atomic charges from the natural (NBO) analysis, expressed in e, are listed below:
1. O -0.524
2. O -0.563
3. N -0.452
4. N 0.016
5. N 0.087
6. N -0.762
7. C 0.755
8. H 0.486
9. H 0.507
10. H 0.488
11. H 0.488
12. H 0.474

=====

Entry 2:
# CH5N4S

The ion CH5N4S with charge +1 (ωB97M-V/def2-TZVPD, the OMol25 dataset).

The geometry in XYZ format:
```
11
Properties=species:S:1:pos:R:3:forces:R:3
S -1.10349 -1.01264 -0.29587 -0.4 -0.7 0.0
N -3.29738 0.10145 0.18561 -1.0 -2.9 -1.9
N 2.88038 -0.25601 -0.13233 -0.7 -1.2 1.6
N -2.09852 0.33204 0.01367 2.4 0.7 0.7
N 1.50736 -0.19890 -0.34230 -2.1 1.6 -1.9
C 0.59917 -1.08626 -0.02474 1.5 1.1 -0.2
H 3.15368 -0.99426 0.56535 -0.3 1.2 -1.4
H 1.09857 0.65332 -0.90795 1.8 -1.6 1.6
H 3.54931 0.18630 -0.76270 -0.8 -0.4 0.1
H -3.70610 -0.78373 -0.22133 0.2 0.9 0.8
H -3.90562 0.71206 0.66867 -0.5 1.2 0.5
```
Positions in Å, forces in eV/Å.

Values from the calculation:
Net charge = +1
Orbital gap (spin up / spin down) = 7.655 / 7.653 eV
DFT total energy = -17901.381 eV
Structure (SMILES) = N[N+]#S#CNN
Energy relative to the best compared isomer or geometry (same formula, charge and spin) = 73.84 kcal/mol

Atomic charges from the natural (NBO) analysis, expressed in e, are listed below:
1. S 0.535
2. N -0.383
3. N -0.634
4. N -0.205
5. N -0.326
6. C -0.069
7. H 0.423
8. H 0.425
9. H 0.429
10. H 0.385
11. H 0.420

=====

Entry 3:
# CH5NO2S

A cluster of 2 separate species, CH5NO2S in total (ωB97M-V/def2-TZVPD, the OMol25 dataset).

The geometry in XYZ format:
```
10
Properties=species:S:1:pos:R:3:forces:R:3
S 1.11939 0.67958 0.41588 -0.5 0.6 -1.0
O -1.60978 0.06948 1.00387 0.1 0.3 1.6
O 0.35834 -1.63619 -0.80433 0.6 0.4 1.1
N 0.73215 -1.19773 0.33183 -0.3 0.7 -0.6
C 0.43408 1.33975 -0.90412 0.7 -2.5 -1.0
H -2.07916 -0.47215 0.35101 0.5 -0.5 1.0
H 0.53132 2.38293 -1.15688 -0.4 0.2 0.4
H -1.29622 -0.37452 1.85599 -1.2 0.2 -2.4
H 0.09858 0.60543 -1.74443 0.5 1.1 1.6
H 1.71131 -1.39658 0.65118 0.0 -0.7 -0.6
```
Positions in Å, forces in eV/Å.

Values from the calculation:
Orbital gap (spin up / spin down) = 6.814 / 7.448 eV
DFT total energy = -17533.369 eV
Energy relative to the best compared isomer or geometry (same formula, charge and spin) = 128.54 kcal/mol

Atomic charges from the natural (NBO) analysis, expressed in e, are listed below:
1. S 0.566
2. O -0.987
3. O -0.512
4. N -0.250
5. C -0.590
6. H 0.496
7. H 0.235
8. H 0.493
9. H 0.249
10. H 0.302

=====

Entry 4:
# CH5NO2S2

A cluster of 2 separate species, CH5NO2S2 in total (ωB97M-V/def2-TZVPD, the OMol25 dataset).

The geometry in XYZ format:
```
11
Properties=species:S:1:pos:R:3:forces:R:3
S -0.62193 0.90459 2.20230 -0.7 0.1 0.6
S -0.39125 -1.07340 1.68361 -0.4 0.5 -1.3
O 1.52774 0.80037 -1.50149 0.0 -0.3 0.3
O 1.02865 -0.89128 -2.94949 -0.4 1.4 1.4
N -0.64563 0.19644 -1.73088 -0.5 0.8 -0.7
C 0.68744 -0.05347 -2.13959 -0.5 -0.1 -0.7
H 1.03986 1.23358 -0.77027 0.5 -0.3 -0.5
H -1.90638 0.84050 2.69210 0.7 0.1 -0.3
H -0.85097 1.18965 -1.48935 0.4 -1.2 -0.2
H -1.33686 -0.10290 -2.42487 0.5 -0.2 0.4
H -0.79101 -0.78688 0.37936 0.4 -0.8 0.9
```
Positions in Å, forces in eV/Å.

Values from the calculation:
Orbital gap = 9.930 eV
DFT total energy = -28374.065 eV
Structure (SMILES) = NC(=O)O.SS
Energy relative to the best compared isomer or geometry (same formula, charge and spin) = 6.21 kcal/mol

Atomic charges from the natural (NBO) analysis, expressed in e, are listed below:
1. S -0.171
2. S -0.141
3. O -0.674
4. O -0.583
5. N -0.892
6. C 0.887
7. H 0.485
8. H 0.137
9. H 0.384
10. H 0.405
11. H 0.164